Computed, not measured: 2 unconnected molecules or ions with the total composition C2H4O2S at a distorted geometry, with ωB97M-V/def2-TZVPD.

Summary:
Relative energy (zero: lowest compared OMol25 entry of this formula, charge and spin) in kJ/mol: 184.0
HOMO-LUMO gap in eV: 9.40
Molar mass in g mol⁻¹: 92.1
E_LUMO in eV: -1.172
Maximum force in eV Å⁻¹: 2.96

Each line ends with the Löwdin charge.
CARTESIAN COORDINATES (ANGSTROEM)
S  -0.518  -1.923  -1.237  0.867
O  -0.046  -0.995  -2.238  -0.434
O  -1.933  -2.094  -1.162  -0.411
C  -0.233  0.635  0.581  -0.119
C  0.976  0.956  0.974  -0.086
H  1.352  1.281  1.986  0.067
H  -0.335  0.349  -0.452  -0.022
H  1.861  0.950  0.314  0.057
H  -1.124  0.841  1.233  0.081

Computed, not measured: 2 unconnected molecules or ions with the total composition C2H4O2S at a distorted geometry, with ωB97M-V/def2-TZVPD.

Summary:
Relative energy (zero: lowest compared OMol25 entry of this formula, charge and spin) in kJ/mol: 234.2
HOMO-LUMO gap in eV: 9.65
Molar mass in g mol⁻¹: 92.1
E_LUMO in eV: -0.840
Maximum force in eV Å⁻¹: 4.49

Each line ends with the Löwdin charge.
CARTESIAN COORDINATES (ANGSTROEM)
S  0.107  -1.334  2.329  0.863
O  0.715  -0.227  3.086  -0.453
O  1.081  -2.295  1.861  -0.439
C  -0.668  0.069  -0.300  -0.077
C  0.579  -0.030  0.146  -0.193
H  -1.463  0.846  0.051  0.112
H  1.392  -0.569  -0.443  0.101
H  -0.953  -0.483  -1.073  0.001
H  0.955  0.793  0.845  0.084

Computed, not measured: 2 unconnected molecules or ions with the total composition C2H4O2S at a distorted geometry, with ωB97M-V/def2-TZVPD.

Summary:
Relative energy (zero: lowest compared OMol25 entry of this formula, charge and spin) in kJ/mol: 302.6
HOMO-LUMO gap in eV: 9.17
Molar mass in g mol⁻¹: 92.1
E_LUMO in eV: -0.215
Maximum force in eV Å⁻¹: 5.57

Each line ends with the Löwdin charge.
CARTESIAN COORDINATES (ANGSTROEM)
S  -1.347  1.001  0.354  0.884
O  -1.974  1.061  -1.003  -0.580
O  1.409  1.144  -0.493  -0.063
C  -1.526  -0.563  0.996  -0.254
C  2.005  0.139  -0.674  -0.163
H  3.031  0.175  -1.197  0.101
H  1.487  -0.887  -0.426  0.104
H  -1.916  -1.327  0.464  -0.026
H  -1.171  -0.743  1.980  -0.004

Computed, not measured: a molecular structure, C2H4O2S at a distorted geometry, with ωB97M-V/def2-TZVPD.

Summary:
Relative energy (zero: lowest compared OMol25 entry of this formula, charge and spin) in kJ/mol: 655.4
HOMO-LUMO gap in eV: 7.74
Molar mass in g mol⁻¹: 92.1
E_LUMO in eV: -1.412
Maximum force in eV Å⁻¹: 5.58

Each line ends with the Löwdin charge.
CARTESIAN COORDINATES (ANGSTROEM)
S  -2.222  -0.059  0.400  0.769
O  1.028  1.491  0.571  -0.240
O  1.090  2.408  -0.486  -0.155
C  -0.028  -1.811  -0.060  -0.061
C  -0.848  -0.860  0.447  -0.742
H  0.211  2.863  -0.382  0.098
H  0.252  0.527  0.178  0.145
H  -0.053  -2.030  -1.196  0.115
H  0.570  -2.529  0.528  0.071

Number 4 is which compound? C2H4O2S

The highest HOMO-LUMO gap belongs to which entry? number 2

What is the E_LUMO in the first record? -1.172 eV